[1]
Entry from OMol25: a gas-phase ion, C5H10N4S2 (charge +2) at a distorted geometry (ωB97M-V/def2-TZVPD).

```
21
Properties=species:S:1:pos:R:3:forces:R:3
C -2.1708 0.1251 0.6115 -0.5087 -0.2922 -0.8800
C 2.1565 0.3278 -0.1854 1.8802 -1.5334 0.5697
C -1.0350 -0.8056 -1.5437 -2.9822 -2.0759 0.3997
C 0.9057 -2.0231 -0.0809 -0.8602 3.5959 2.1349
C -0.0567 -0.6244 -0.4218 0.3884 -3.1365 1.8886
N -0.8915 -0.2061 0.7036 0.0662 -0.9090 -0.9536
N 0.9263 0.3880 -0.6666 -1.1789 3.0326 -2.6419
N 3.1364 1.2325 -0.2897 -1.2322 2.3820 0.4966
N -2.8401 0.6855 1.6004 0.4697 -0.9454 3.1404
S -2.8194 -0.2246 -0.9177 1.2885 -0.5545 -1.0433
S 2.4670 -1.2209 0.6100 -0.6028 0.2267 -1.0564
H -0.7891 -0.1397 -2.2798 0.3630 1.5344 -2.2740
H -1.2436 -1.8253 -2.0229 0.7493 1.3319 1.0725
H 0.5781 -2.5814 0.8384 -0.2933 0.1604 -1.5419
H 1.0453 -2.5019 -1.0181 0.3260 -0.8492 -0.4452
H -0.3776 0.1778 1.4051 1.5790 1.1188 2.9325
H 0.5764 1.1373 -1.3655 1.3343 -1.1901 1.7071
H 2.8830 2.2717 -0.2522 0.2808 -1.9744 -0.5754
H 4.1246 1.1209 -0.0051 -1.0191 -0.7384 -0.0824
H -2.4302 0.5144 2.5868 -0.7517 0.7008 -2.1155
H -3.8687 0.6951 1.6766 0.7036 0.1158 -0.7324
```
Forces are in eV/Å.

Computed properties:
- energy relative to the best compared isomer or geometry (same formula, charge and spin) (kJ/mol) = 0.0
- frontier orbital gap (eV) = 10.31
- molecular weight (g/mol) = 190.3
- charge = +2
- spin multiplicity = 1



[2]
Entry from OMol25: a molecular structure, C5H10N5O2PdS at a distorted geometry (ωB97M-V/def2-TZVPD).

```
24
Properties=species:S:1:pos:R:3:forces:R:3
Pd -0.4656 -2.0207 -0.9030 -1.0868 -0.2405 0.1919
C -0.6414 3.0129 1.7734 0.5011 0.2845 -4.1541
C -1.6176 2.1076 1.1294 -1.3681 -1.8301 -1.5862
N -2.9185 2.1049 1.2520 -0.0444 0.8549 0.5199
N -3.3835 1.0608 0.4751 -2.1425 0.8776 1.6972
C -2.4441 0.2629 0.0515 3.3088 1.2789 -0.6836
S -2.5591 -1.1618 -0.7332 -0.0186 -1.2367 -0.7156
N -1.2705 1.0345 0.3128 -1.0537 -0.2214 0.1956
N -0.0466 0.9239 -0.3394 0.9068 1.1857 2.9921
H 0.3225 2.9495 1.2047 -0.6207 -0.3752 0.9773
H -0.6239 2.8321 2.7672 0.6503 -0.6641 3.1614
H -0.9552 4.0151 1.6096 -0.5091 0.9772 0.0380
H -4.3680 0.7727 0.5534 1.0073 0.3922 0.0242
H -0.1654 0.3835 -1.1433 -0.3780 -1.3326 -1.5991
H 0.6014 0.4166 0.3042 -0.0395 -0.0748 -0.9277
N 1.3615 -3.0345 -1.0844 0.3656 0.9485 0.2634
C 2.3330 -1.9422 -1.3741 -1.1212 0.9122 -3.2442
C 2.8834 -1.2059 -0.1659 0.2593 -1.9416 -0.4801
O 2.0641 -0.7458 0.6281 -1.3043 0.9860 1.0918
O 4.0979 -1.2461 -0.1045 2.4687 0.5965 0.4360
H 1.7103 -3.4867 -0.2404 -0.4054 -0.4137 -0.5040
H 1.2207 -3.6439 -1.8896 0.3674 -0.0358 0.6134
H 1.8336 -1.0597 -1.9149 0.0862 -1.3928 0.3864
H 3.0309 -2.3298 -2.1686 0.1709 0.4650 1.3062
```
Forces are in eV/Å.

Computed properties:
- frontier orbital gap (eV) = 5.99
- molecular weight (g/mol) = 310.7
- charge = -1
- spin multiplicity = 1



[3]
Entry from OMol25: a molecular structure, C5H10NO at a distorted geometry (ωB97M-V/def2-TZVPD).

```
17
Properties=species:S:1:pos:R:3:forces:R:3
C -0.4678 0.6394 2.0521 0.1973 0.7068 1.0633
O 0.4048 0.9223 3.0491 -0.0545 -0.2983 -0.7207
C 0.1602 0.0927 0.7460 0.6546 2.8810 0.4972
C -0.7393 -0.3879 -0.3057 1.1236 -0.0874 -2.1579
C -0.1862 -0.5555 -1.5534 -2.6855 0.6011 0.4746
C -0.5375 -1.5314 -2.5586 2.2705 0.2232 -0.4580
N 0.9495 -0.2628 -2.2337 0.9435 0.3129 3.5388
H -1.2021 -0.1406 2.3682 -0.4299 -0.0065 -0.1713
H -1.0377 1.5736 1.7543 -0.2693 -0.4867 -0.1198
H 0.7479 1.0153 0.3451 -0.4386 -1.7509 0.6464
H 0.8239 -0.6901 1.0985 0.5111 -0.2383 -0.1813
H 1.5340 3.7935 1.5701 -0.2571 0.0365 -0.0188
H -1.8018 -0.5747 -0.2227 0.0646 -0.4501 0.3942
H 0.1422 -2.3690 -2.5196 -0.4918 -0.7733 0.1859
H -0.8963 -1.3316 -3.5551 -0.5459 0.2151 -0.1191
H 1.6454 -0.2150 -1.3181 -0.8264 -0.8336 -2.8738
H 0.8219 3.9981 1.4614 0.2337 -0.0514 0.0204
```
Forces are in eV/Å.

Computed properties:
- energy relative to the best compared isomer or geometry (same formula, charge and spin) (kJ/mol) = 542.2
- frontier orbital gap (eV) = 4.82
- molecular weight (g/mol) = 100.1
- charge = -1
- spin multiplicity = 1



[4]
Entry from OMol25: a gas-phase ion, C5H10NO (charge -1) at a distorted geometry (ωB97M-V/def2-TZVPD).

```
17
Properties=species:S:1:pos:R:3:forces:R:3
C 0.0442 -0.9347 0.2063 0.2956 -1.1753 -0.5874
C -1.2927 -0.7585 -0.5839 0.3910 0.9939 0.6021
C -1.1117 0.2670 -1.6757 -0.1487 0.5504 0.7401
C -0.4085 0.1562 -2.7876 0.2851 -0.1892 -0.4658
N 0.7653 0.3253 0.3255 -0.7938 0.0684 0.1939
C 0.6567 0.8769 1.7572 0.7551 -0.4862 -0.1812
O 1.2065 0.0813 2.6548 -0.0448 0.0224 0.3294
H 0.6398 -1.7273 -0.2964 -0.0189 0.5552 -0.0284
H -0.1370 -1.3722 1.1999 -0.1775 0.2198 -0.0476
H -1.9195 -0.2797 0.1805 -0.4697 -0.3535 -0.3969
H -1.7729 -1.6507 -0.9815 0.1891 -0.3676 0.3184
H -1.5187 1.2245 -1.3377 0.3067 0.0426 -0.6505
H -0.1318 0.9911 -3.4274 -0.4097 0.0473 0.1308
H 0.0621 -0.7795 -3.0774 -0.0747 -0.1123 0.1491
H 1.7494 0.1386 0.1972 0.1256 -0.0149 0.1543
H 1.1926 1.8638 1.6343 -0.5227 -0.0147 0.1311
H -0.4507 1.0494 1.9375 0.3125 0.2139 -0.3915
```
Forces are in eV/Å.

Computed properties:
- energy relative to the best compared isomer or geometry (same formula, charge and spin) (kJ/mol) = 86.7
- frontier orbital gap (eV) = 6.44
- structure (SMILES) = C=CCCNC[O-]
- molecular weight (g/mol) = 100.1
- charge = -1
- spin multiplicity = 1